# C60H50N6O3P2TeTl

C60H50N6O3P2TeTl as an isolated structure in a non-equilibrium geometry (wB97M-V/def2-TZVPD, the Open Molecules 2025 dataset).

Cartesian coordinates (Å):
Tl 1.03778 0.25235 -0.72550
C -1.67816 -2.16999 1.94011
N -0.73878 -1.10871 2.20086
C 0.11668 -1.26748 3.35781
C 1.52314 -1.65480 2.97776
N 2.13442 -1.17430 1.95390
C 3.42770 -1.73864 1.95857
C 4.45542 -1.44036 1.16980
C 5.76238 -2.16379 1.33245
C 5.70955 -3.36596 2.32691
C 4.58827 -3.42992 3.32572
C 3.51436 -2.68448 3.07915
N 2.27775 -2.54856 3.71313
C -2.12710 -2.14872 0.50965
N -1.72311 -1.30213 -0.38373
C -2.35753 -1.65822 -1.56097
C -2.26519 -1.08718 -2.82580
C -3.00047 -1.66743 -3.84262
C -3.80730 -2.78939 -3.61288
C -3.91500 -3.36228 -2.35750
C -3.18010 -2.77351 -1.33681
N -3.01583 -3.06600 0.00401
H -2.57157 -2.13733 2.58593
H -1.17837 -3.12570 2.13009
H -1.16584 -0.19341 2.17085
H -0.28847 -1.99204 4.07540
H 0.19237 -0.30040 3.86275
H 4.34231 -0.69684 0.38896
H 6.55887 -1.43199 1.49798
H 6.66198 -3.48355 2.84746
H 4.67266 -4.11121 4.16476
H 1.99990 -3.02250 4.55131
H -1.62371 -0.22980 -2.98727
H -2.95445 -1.25320 -4.84183
H -4.35825 -3.22219 -4.43813
H -4.54119 -4.22964 -2.18780
H -3.46916 -3.80513 0.50823
Te 0.51508 4.88683 -1.80144
C -0.90938 6.41611 -2.13496
C -1.80492 6.81734 -1.15164
C -2.68477 7.84965 -1.42542
N -2.74157 8.49276 -2.59367
C -1.88715 8.09496 -3.53427
C -0.95831 7.08157 -3.35516
C -0.75985 3.75512 -0.47005
P 0.06356 3.12676 1.02108
C 1.89824 3.38069 1.11242
C 2.45410 3.52809 2.38890
C 3.82576 3.54195 2.57865
C 4.68300 3.42091 1.49187
C 4.15140 3.26570 0.22344
C 2.77454 3.23044 0.03907
C -0.38818 4.48625 2.20636
C -0.05234 5.81549 1.94161
C -0.42911 6.82594 2.81038
C -1.15563 6.52996 3.95968
C -1.50380 5.21674 4.22904
C -1.11732 4.20342 3.35702
P -1.35841 2.32958 -1.49652
C -2.32018 3.25057 -2.77587
C -2.00414 3.07168 -4.11970
C -2.67918 3.77985 -5.10545
C -3.67914 4.67404 -4.75131
C -4.00793 4.84979 -3.41365
C -3.33300 4.14096 -2.43187
C -2.81044 1.66484 -0.55590
C -3.57508 0.68253 -1.19155
C -4.60846 0.03923 -0.53109
C -4.88993 0.35568 0.79246
C -4.15051 1.33806 1.43383
C -3.12185 1.99023 0.76197
H -1.81226 6.31535 -0.19045
H -3.38860 8.18839 -0.67062
H -1.95727 8.61977 -4.48275
H -0.29244 6.80367 -4.16383
H 1.79383 3.63745 3.24151
H 4.23229 3.62491 3.58007
H 5.75585 3.44598 1.63906
H 4.79975 3.14443 -0.63586
H 2.40131 3.08609 -0.96747
H 0.50783 6.05137 1.04432
H -0.15648 7.85227 2.59389
H -1.44712 7.32070 4.64031
H -2.07701 4.97782 5.11742
H -1.38294 3.17361 3.57649
H -1.21467 2.37712 -4.38346
H -2.42292 3.63812 -6.14877
H -4.19937 5.23953 -5.51502
H -4.78002 5.55765 -3.13651
H -3.57090 4.27999 -1.38341
H -3.34917 0.42889 -2.22271
H -5.18953 -0.71813 -1.04422
H -5.68923 -0.15384 1.31802
H -4.37363 1.60132 2.46166
H -2.58106 2.78463 1.25437
O 1.67216 -2.62677 -1.33403
C 2.88962 -2.83132 -2.07266
C 3.42185 -1.43580 -2.67514
O 4.04081 -1.52992 -3.73424
O 3.18325 -0.40204 -1.99038
C 2.60269 -3.76397 -3.22162
C 3.55726 -4.66235 -3.68387
C 3.30614 -5.44396 -4.80284
C 2.09737 -5.33837 -5.47393
C 1.13914 -4.44487 -5.01516
C 1.39056 -3.66326 -3.89926
C 3.93557 -3.35787 -1.10214
C 5.18880 -2.90855 -1.03976
C 6.05018 -3.17534 0.15536
C 5.64191 -4.34375 1.10244
C 4.28194 -4.89197 0.80262
C 3.49995 -4.40341 -0.15668
H 1.93191 -2.40660 -0.42893
H 4.50283 -4.74963 -3.16571
H 4.06212 -6.14215 -5.14262
H 1.89915 -5.94872 -6.34690
H 0.19111 -4.35087 -5.53201
H 0.64608 -2.96378 -3.53997
H 5.56105 -2.20298 -1.77491
H 7.10616 -3.18868 -0.11658
H 6.36354 -5.16263 1.17696
H 3.95810 -5.74751 1.38642
H 2.52269 -4.83721 -0.34085

The value obtained for the total energy is -3993.881341 Eh. As for the net charge: -1. The LUMO energy is 1.85 eV. As for the multiplicity: 1. As for the energy above the lowest of the compared OMol25 structures with the same formula, charge and spin: 104.5 kcal/mol.

Here are the Mulliken charges for atoms 1 to 6, given in e: 1.5662 -1.0979 0.5211 -1.2530 0.3776 0.1964